Entry 1:
89
Properties=species:S:1:pos:R:3 method="wB97M-V/def2-TZVPD" e_tot_ev=-105549.5432 total_charge=-1 lumo_energy_ev=1.7711 e_homo_ev=-7.217 largest_force_ev_per_a=10.87 e_above_lowest_kcal_mol=28.3
N 0.19 -0.06 0.83
O -0.29 -1.00 0.05
O -0.56 0.90 1.23
O 1.41 0.05 1.05
O -3.18 -4.29 -2.09
S -4.39 -3.60 -1.86
O -5.22 -3.80 -0.80
O -3.97 -1.99 -1.52
C -3.61 -1.56 -0.23
C -3.58 -0.06 -0.16
C -5.29 -3.22 -3.28
H -2.77 -2.13 0.30
H -4.22 -2.05 0.48
H -2.49 0.23 -0.66
H -3.48 0.10 0.98
H -4.36 0.35 -0.62
H -6.12 -3.89 -3.59
H -4.62 -3.31 -4.22
H -5.64 -2.29 -3.30
O -3.57 -2.53 4.65
S -2.31 -3.02 4.16
O -1.39 -3.68 5.00
O -2.59 -4.06 2.90
C -2.80 -5.38 3.11
C -3.69 -5.86 1.96
C -1.59 -1.62 3.41
H -3.27 -5.50 3.95
H -1.89 -5.90 3.10
H -4.03 -6.90 2.00
H -3.27 -5.72 0.84
H -4.69 -5.44 2.02
H -1.20 -1.12 4.30
H -2.25 -1.01 2.73
H -0.64 -2.16 2.73
O 7.39 0.13 -0.75
S 6.11 0.77 -0.59
O 6.09 2.04 0.08
O 5.60 1.03 -2.09
C 6.19 1.99 -2.83
C 5.35 2.26 -4.05
C 5.01 -0.40 0.08
H 7.18 1.79 -3.13
H 6.00 2.87 -2.36
H 4.41 2.63 -3.70
H 5.30 1.34 -4.61
H 5.90 2.95 -4.56
H 4.83 -1.43 -0.31
H 4.23 0.08 0.05
H 5.06 -0.57 1.17
C -2.92 5.07 1.67
C -2.83 3.74 0.94
O -2.30 4.35 -0.27
C -1.88 5.60 0.00
O -1.26 6.25 -0.95
O -2.00 6.01 1.20
H -2.77 4.58 2.66
H -4.00 5.43 1.68
H -3.80 3.24 0.71
H -2.13 3.17 1.50
C 1.77 2.18 -1.79
C 1.13 3.51 -1.40
O 0.71 4.02 -2.63
C 1.08 3.31 -3.60
O 0.87 3.63 -4.79
O 1.56 2.12 -3.18
H 1.40 1.29 -1.26
H 2.94 2.11 -1.70
H 1.78 4.25 -1.13
H 0.32 3.47 -0.72
C 1.40 2.74 3.52
C 1.11 1.56 4.32
O 2.07 1.51 5.30
C 2.92 2.48 5.15
O 3.76 2.65 5.86
O 2.66 3.18 4.15
H 0.55 3.40 3.39
H 1.52 2.56 2.48
H 1.21 0.73 3.71
H -0.02 1.72 4.77
C 0.20 -2.79 -2.93
C 1.48 -2.08 -2.37
O 2.50 -2.54 -3.28
C 1.97 -3.00 -4.37
O 2.54 -3.32 -5.36
O 0.60 -3.09 -4.28
H -0.61 -1.95 -2.75
H 0.19 -3.60 -2.36
H 1.64 -2.45 -1.41
H 1.34 -1.01 -2.31

---

Entry 2:
102
Properties=species:S:1:pos:R:3 method="wB97M-V/def2-TZVPD" e_tot_ev=-262019.5265 total_charge=-1 lumo_energy_ev=-5.3374 e_homo_ev=-6.492 largest_force_ev_per_a=6.30
C 1.43 -3.56 3.76
C 1.22 -3.26 2.31
C 1.16 -1.79 1.59
C 2.66 -1.05 1.43
C 3.74 -1.45 2.59
O 0.90 -2.08 0.14
S -0.70 -2.37 -0.23
O -0.68 -3.46 -1.38
O -1.31 -0.96 -0.88
C -1.64 0.10 0.13
C -3.15 -0.25 0.57
C -3.83 0.45 1.86
C -5.46 0.68 1.54
Br -5.92 2.59 2.08
C -1.61 1.44 -0.89
C -2.82 2.50 -0.70
C -4.10 2.28 -1.75
O -2.25 3.82 -1.15
C -0.51 0.40 1.23
N -0.68 1.69 2.04
C 0.01 -0.76 2.26
S -1.42 -1.76 3.08
B 0.63 -0.03 3.64
N 0.13 -0.37 5.06
O 1.74 0.96 3.66
H 0.51 -4.08 4.31
H 2.43 -3.38 4.35
H 1.13 -4.23 1.62
H 3.19 -1.36 0.41
H 2.55 0.13 1.34
H 4.30 -2.47 2.38
H 4.56 -0.58 2.63
H 3.28 -1.47 3.69
H -3.84 -0.13 -0.40
H -3.20 -1.42 0.79
H -3.83 -0.22 2.84
H -3.45 1.50 2.19
H -6.12 0.01 2.24
H -5.72 0.62 0.41
H -0.59 2.04 -0.69
H -1.58 1.14 -2.02
H -3.16 2.71 0.40
H -5.07 2.21 -1.06
H -4.01 1.27 -2.35
H -4.26 3.21 -2.45
H -1.97 4.33 -0.33
H 0.48 0.64 0.59
H -1.49 2.26 1.73
H 0.15 2.33 1.86
H -1.55 -3.01 2.45
H 0.68 -1.17 5.45
H 0.16 0.47 5.68
H 1.84 1.34 4.58
Al 5.98 -1.60 1.08
F -2.12 4.55 -2.96
C -3.61 7.43 -2.39
C -2.90 8.34 -1.42
O -2.06 7.90 -0.64
C -3.26 9.80 -1.45
H -3.26 6.41 -2.26
H -4.69 7.45 -2.20
H -3.40 7.75 -3.42
H -4.32 9.93 -1.21
H -3.03 10.22 -2.43
H -2.66 10.33 -0.69
O -8.66 5.30 0.16
Cl -8.72 3.96 -0.40
O -9.41 4.01 -1.67
O -9.43 3.08 0.50
O -7.37 3.46 -0.61
C 2.99 -3.75 -2.05
O 3.64 -4.78 -1.53
H 2.49 -3.90 -3.02
H 2.16 -3.33 -1.45
H 3.57 -2.84 -2.26
C -0.07 -6.47 -3.57
F 0.24 -7.21 -2.46
F 0.41 -5.21 -3.32
F 0.71 -6.97 -4.58
S -1.89 -6.49 -3.98
O -2.56 -5.92 -2.80
O -2.23 -7.90 -4.21
O -2.04 -5.65 -5.18
Cl 4.45 -2.49 -6.20
C 2.78 -2.05 -6.67
C 1.83 -2.08 -5.48
Cl 1.55 -3.73 -4.88
H 2.46 -2.74 -7.46
H 2.83 -1.04 -7.09
H 0.86 -1.68 -5.78
H 2.21 -1.47 -4.65
Be -0.63 8.99 0.30
Cl 2.67 -6.82 -4.19
N 10.57 -2.96 4.67
S 9.40 -2.72 3.65
O 9.71 -1.97 2.44
O 8.06 -2.55 4.19
F 9.28 -4.20 3.04
S 10.98 -1.62 5.40
O 12.25 -1.70 6.11
O 9.94 -0.89 6.12
F 11.35 -0.63 4.21

---

Entry 3:
89
Properties=species:S:1:pos:R:3 method="wB97M-V/def2-TZVPD" e_tot_ev=-182311.8681 lumo_energy_ev=-0.1260 e_homo_ev=-9.728 smiles="CO[C@@H](CCC(F)(F)F)[C@H](C[C@@H](C)Br)OCCCCN.O=S1(=O)OCCO1.O=S1(=O)OCCO1.O=S1(=O)OCCO1.O=S1(=O)OCCO1" largest_force_ev_per_a=5.25
C 4.36 0.35 -2.90
O 3.30 -0.65 -3.13
C 2.81 -1.24 -1.86
C 3.98 -1.53 -0.75
C 5.19 -2.52 -1.25
C 4.71 -3.81 -2.14
F 3.57 -4.49 -1.47
F 5.87 -4.77 -2.17
F 4.38 -3.42 -3.55
C 1.56 -0.32 -1.35
C 1.09 -0.57 0.20
C 0.08 0.58 0.81
C 0.55 2.13 0.53
Br -1.87 0.24 0.35
O 0.39 -0.71 -2.21
C -0.25 0.47 -2.80
C 0.47 1.04 -4.16
C 1.35 2.41 -3.96
C 0.61 3.61 -3.13
N 1.63 4.76 -3.02
H 5.44 -0.15 -2.90
H 4.39 1.13 -3.80
H 4.22 0.99 -1.92
H 2.35 -2.30 -2.17
H 4.43 -0.54 -0.26
H 3.45 -2.09 0.15
H 5.68 -2.97 -0.26
H 6.07 -1.91 -1.77
H 1.80 0.78 -1.64
H 1.95 -0.71 0.97
H 0.46 -1.59 0.22
H 0.12 0.44 2.00
H 1.57 2.25 -0.04
H -0.35 2.68 0.02
H 0.70 2.67 1.58
H -1.34 0.14 -3.12
H -0.38 1.28 -1.96
H 1.21 0.20 -4.54
H -0.29 1.22 -5.06
H 1.56 2.84 -5.05
H 2.41 2.26 -3.48
H -0.36 4.00 -3.67
H 0.34 3.34 -2.01
H 1.22 5.36 -2.24
H 2.48 4.32 -2.55
O -7.19 2.22 3.82
S -7.20 1.87 2.42
O -8.28 2.22 1.53
O -6.91 0.27 2.29
C -5.74 0.06 1.50
C -4.88 1.30 1.70
O -5.80 2.39 1.75
H -6.06 -0.04 0.46
H -5.23 -0.86 1.82
H -4.16 1.44 0.89
H -4.35 1.26 2.66
O 0.93 -2.46 3.73
S 1.55 -3.20 2.65
O 2.64 -2.68 1.86
O 0.37 -3.71 1.65
C 0.40 -5.13 1.56
C 0.97 -5.62 2.89
O 1.98 -4.67 3.23
H 1.05 -5.41 0.73
H -0.61 -5.53 1.37
H 1.39 -6.62 2.82
H 0.21 -5.59 3.68
O -8.96 6.71 -3.04
S -9.40 6.90 -1.67
O -9.50 8.20 -1.05
O -8.51 5.93 -0.71
C -9.37 5.03 -0.01
C -10.58 4.85 -0.91
O -10.82 6.13 -1.48
H -9.64 5.51 0.94
H -8.85 4.09 0.19
H -11.46 4.50 -0.35
H -10.37 4.14 -1.72
O 8.61 -2.95 4.95
S 7.33 -3.59 5.17
O 7.00 -4.27 6.39
O 7.05 -4.60 3.92
C 5.83 -4.23 3.27
C 5.69 -2.73 3.51
O 6.16 -2.51 4.84
H 5.01 -4.78 3.75
H 5.87 -4.48 2.21
H 4.65 -2.39 3.41
H 6.33 -2.16 2.83

---

Entry 4:
81
Properties=species:S:1:pos:R:3 method="wB97M-V/def2-TZVPD" e_tot_ev=-65829.1918 total_charge=+3 lumo_energy_ev=-8.7936 e_homo_ev=-15.625 largest_force_ev_per_a=2.56 e_above_lowest_kcal_mol=17.4
Hf 8.05 9.53 13.18
N 5.61 9.68 13.28
C 5.07 8.81 12.20
C 5.72 7.48 12.24
N 7.19 7.63 12.08
C 7.53 7.77 10.66
C 9.06 7.94 10.45
N 9.57 8.87 11.55
H 5.23 10.61 13.23
H 5.25 9.35 14.16
H 3.97 8.72 12.31
H 5.16 9.32 11.26
H 5.60 6.92 13.19
H 5.36 6.79 11.50
H 7.63 6.79 12.45
H 7.15 6.86 10.14
H 6.98 8.63 10.25
H 9.55 6.97 10.47
H 9.29 8.46 9.54
H 10.47 8.48 11.91
H 9.77 9.78 11.16
N 11.11 7.76 13.86
C 11.10 8.78 14.71
N 12.12 9.14 15.44
C 11.99 10.09 16.35
N 13.03 10.36 17.13
N 10.84 10.74 16.58
C 9.88 10.41 15.75
N 9.88 9.46 14.77
C 8.70 11.33 15.81
C 8.64 12.35 16.77
C 7.63 13.30 16.66
C 6.67 13.18 15.65
C 6.80 12.17 14.74
N 7.77 11.25 14.83
H 11.96 7.22 13.91
H 10.27 7.26 13.68
H 13.93 9.92 17.09
H 12.94 11.09 17.83
H 9.42 12.36 17.51
H 7.62 14.16 17.32
H 5.90 13.90 15.54
H 6.24 12.17 13.84
C 10.12 7.75 18.76
C 8.67 7.66 19.20
C 8.17 9.09 19.28
C 7.77 6.75 18.40
N 7.67 7.14 16.96
C 7.01 8.14 16.33
N 7.35 8.07 15.04
N 8.23 7.05 14.93
N 8.42 6.53 16.07
H 10.70 8.11 19.63
H 10.28 8.39 17.89
H 10.49 6.74 18.59
H 8.69 7.23 20.22
H 8.24 9.65 18.36
H 8.79 9.62 19.98
H 7.15 9.18 19.68
H 6.74 6.80 18.71
H 8.04 5.70 18.46
H 6.41 8.94 16.70
C 7.96 11.31 7.86
C 8.94 12.05 8.74
O 8.87 11.42 10.05
P 8.14 11.95 11.37
O 7.25 10.72 11.73
Te 7.34 14.05 11.53
O 9.34 11.42 12.44
C 10.69 12.15 12.68
C 11.43 12.82 11.56
H 8.02 11.70 6.81
H 7.00 11.51 8.27
H 8.18 10.23 7.84
H 8.72 13.12 8.80
H 9.96 11.95 8.44
H 11.35 11.39 13.07
H 10.50 12.93 13.38
H 11.42 12.28 10.65
H 12.42 13.09 11.98
H 10.93 13.79 11.34

---

What did the first record say?
89
Properties=species:S:1:pos:R:3 method="wB97M-V/def2-TZVPD" e_tot_ev=-105549.5432 total_charge=-1 lumo_energy_ev=1.7711 e_homo_ev=-7.217 largest_force_ev_per_a=10.87 e_above_lowest_kcal_mol=28.3
N 0.19 -0.06 0.83
O -0.29 -1.00 0.05
O -0.56 0.90 1.23
O 1.41 0.05 1.05
O -3.18 -4.29 -2.09
S -4.39 -3.60 -1.86
O -5.22 -3.80 -0.80
O -3.97 -1.99 -1.52
C -3.61 -1.56 -0.23
C -3.58 -0.06 -0.16
C -5.29 -3.22 -3.28
H -2.77 -2.13 0.30
H -4.22 -2.05 0.48
H -2.49 0.23 -0.66
H -3.48 0.10 0.98
H -4.36 0.35 -0.62
H -6.12 -3.89 -3.59
H -4.62 -3.31 -4.22
H -5.64 -2.29 -3.30
O -3.57 -2.53 4.65
S -2.31 -3.02 4.16
O -1.39 -3.68 5.00
O -2.59 -4.06 2.90
C -2.80 -5.38 3.11
C -3.69 -5.86 1.96
C -1.59 -1.62 3.41
H -3.27 -5.50 3.95
H -1.89 -5.90 3.10
H -4.03 -6.90 2.00
H -3.27 -5.72 0.84
H -4.69 -5.44 2.02
H -1.20 -1.12 4.30
H -2.25 -1.01 2.73
H -0.64 -2.16 2.73
O 7.39 0.13 -0.75
S 6.11 0.77 -0.59
O 6.09 2.04 0.08
O 5.60 1.03 -2.09
C 6.19 1.99 -2.83
C 5.35 2.26 -4.05
C 5.01 -0.40 0.08
H 7.18 1.79 -3.13
H 6.00 2.87 -2.36
H 4.41 2.63 -3.70
H 5.30 1.34 -4.61
H 5.90 2.95 -4.56
H 4.83 -1.43 -0.31
H 4.23 0.08 0.05
H 5.06 -0.57 1.17
C -2.92 5.07 1.67
C -2.83 3.74 0.94
O -2.30 4.35 -0.27
C -1.88 5.60 0.00
O -1.26 6.25 -0.95
O -2.00 6.01 1.20
H -2.77 4.58 2.66
H -4.00 5.43 1.68
H -3.80 3.24 0.71
H -2.13 3.17 1.50
C 1.77 2.18 -1.79
C 1.13 3.51 -1.40
O 0.71 4.02 -2.63
C 1.08 3.31 -3.60
O 0.87 3.63 -4.79
O 1.56 2.12 -3.18
H 1.40 1.29 -1.26
H 2.94 2.11 -1.70
H 1.78 4.25 -1.13
H 0.32 3.47 -0.72
C 1.40 2.74 3.52
C 1.11 1.56 4.32
O 2.07 1.51 5.30
C 2.92 2.48 5.15
O 3.76 2.65 5.86
O 2.66 3.18 4.15
H 0.55 3.40 3.39
H 1.52 2.56 2.48
H 1.21 0.73 3.71
H -0.02 1.72 4.77
C 0.20 -2.79 -2.93
C 1.48 -2.08 -2.37
O 2.50 -2.54 -3.28
C 1.97 -3.00 -4.37
O 2.54 -3.32 -5.36
O 0.60 -3.09 -4.28
H -0.61 -1.95 -2.75
H 0.19 -3.60 -2.36
H 1.64 -2.45 -1.41
H 1.34 -1.01 -2.31